No. 1
Formula: C2H4N4
Source: the Open Molecules 2025 dataset
Level of theory: ωB97M-V with the def2-TZVPD basis set

Values from the calculation:
- LUMO (eV) = 0.54
- energy (a.u.) = -297.46497
- highest occupied orbital energy (Ha) = -0.315
- energy relative to the best compared isomer or geometry (same formula, charge and spin) (kJ/mol) = 470.8
- Kohn-Sham gap (eV) = 9.1

The geometry in ORCA input format:
```
! RIJCOSX wB97M-V def2-TZVPD def2/J DEFGRID3
* xyz 0 1
N 1.41020 0.93227 0.13610
C 0.26484 0.35511 0.43646
C -0.47165 -0.42767 1.18734
N -0.87699 -1.54065 0.40237
N -1.06408 -1.31989 -0.83936
N -0.51664 -0.27773 -1.35908
H 1.51952 1.09158 -0.85422
H 2.26193 0.75281 0.65635
H -0.94501 -0.34395 2.16607
H -1.07773 -0.05800 -2.20575
*
```

Mulliken atomic charge list, values in e, 2 entries: atom 1 (N): -0.439, atom 2 (C): 0.561

No. 2
Formula: C19H25CaN3SSi
Source: the Open Molecules 2025 dataset
Level of theory: ωB97M-V with the def2-TZVPD basis set

Values from the calculation:
- LUMO (eV) = -0.33
- energy (a.u.) = -2268.47831
- highest occupied orbital energy (Ha) = -0.233
- energy relative to the best compared isomer or geometry (same formula, charge and spin) (kJ/mol) = 0.0
- Kohn-Sham gap (eV) = 6.0

The geometry in ORCA input format:
```
! RIJCOSX wB97M-V def2-TZVPD def2/J DEFGRID3
* xyz 0 1
C 0.59330 1.69913 1.05265
C 1.02881 2.00490 -0.26874
C -0.07620 2.59884 -0.96117
H 2.05817 1.96746 -0.63372
C -1.17304 2.66447 -0.04405
C -0.76048 2.09145 1.18094
H -1.33515 2.05827 2.11072
H 1.24033 1.37383 1.87545
H -0.02908 3.11924 -1.91971
H -2.11736 3.17831 -0.20864
Ca -0.51113 -0.02264 -1.14528
C 0.35668 -4.16502 -3.89304
H 0.99336 -3.47075 -3.34268
H 0.28469 -5.02445 -3.21608
H 0.89731 -4.54280 -4.78187
Si -0.08944 -0.53411 -4.25626
C 1.24439 -0.92762 -5.55933
C 2.12899 0.15182 -5.78308
H 1.92560 1.12752 -5.32885
C 3.27982 -0.00102 -6.57310
H 3.95628 0.85628 -6.70374
C 3.55892 -1.23650 -7.18223
H 4.49610 -1.36801 -7.74084
C 2.62248 -2.27502 -7.07483
H 2.82001 -3.21929 -7.59586
C 1.45896 -2.10686 -6.29789
H 0.74200 -2.92682 -6.27634
C -1.35188 0.29748 -5.47089
C -1.07188 0.57447 -6.83297
H -0.15193 0.19086 -7.29259
C -1.98159 1.27787 -7.65090
H -1.70110 1.51345 -8.67994
C -3.23296 1.63578 -7.15266
H -3.93518 2.18554 -7.77904
C -3.56458 1.29336 -5.83618
H -4.55316 1.53336 -5.45229
C -2.65364 0.62694 -5.01007
H -2.95812 0.29825 -4.00958
H -0.63947 -3.76868 -4.15271
H -0.50987 -2.07499 -3.70437
N 0.89795 -1.32107 0.66100
N 0.56348 -1.58214 2.05515
C -0.75166 -1.40689 2.37964
N -0.97404 -1.40298 3.71714
S -1.89893 -1.25719 1.16215
H 0.82271 -2.24768 0.21910
H 1.89152 -1.05671 0.66216
H 1.23464 -1.23058 2.73516
H -1.91570 -1.30663 4.08003
H -0.24420 -1.66133 4.36985
*
```

Mulliken atomic charge list, values in e, 2 entries: atom 1 (C): 0.033, atom 2 (C): -0.948

No. 3
Formula: C18H24CuF6N2O8S2Sb
Source: the Open Molecules 2025 dataset
Level of theory: ωB97M-V with the def2-TZVPD basis set

Values from the calculation:
- LUMO (alpha / beta) (eV) = 1.94 / 1.10
- ⟨S²⟩ = 0.766
- energy (a.u.) = -4687.98202
- highest occupied orbital energy (alpha / beta) (Ha) = -0.185 / -0.199
- Kohn-Sham gap (alpha / beta) (eV) = 7.0 / 6.5

The geometry in ORCA input format:
```
! RIJCOSX wB97M-V def2-TZVPD def2/J DEFGRID3
* xyz -1 2
Cu 12.14870 10.52093 8.53382
O 17.96993 7.70928 6.78262
C 17.05730 7.03089 7.30736
O 16.97352 5.82340 7.66881
C 15.92044 7.98461 7.65947
C 15.81467 9.28633 7.05932
C 14.62470 9.94944 7.20906
N 13.65240 9.53016 8.01145
C 13.68477 8.33963 8.65266
C 14.81659 7.58044 8.50865
C 12.43054 7.90840 9.39388
O 12.43788 6.94278 10.12563
O 11.40314 8.76112 9.14159
H 16.58890 9.69156 6.43388
H 14.37255 10.78714 6.59891
H 14.75666 6.58311 9.02976
C 10.67005 9.92061 5.08115
C 9.30721 9.59856 5.62853
C 8.43049 10.71827 6.07915
Sb 9.94091 8.41220 7.64639
C 10.03127 6.21981 7.33565
C 11.40069 5.95006 6.66857
C 8.86366 5.87293 6.43904
C 8.63777 8.74223 9.44257
C 8.79629 10.06124 10.07217
C 8.85232 7.50444 10.26609
H 10.67763 10.58362 4.21316
H 11.19065 9.05402 4.70741
H 11.30736 10.48099 5.83647
H 8.80426 8.88205 5.03086
H 8.71544 11.06015 7.08643
H 7.30349 10.56225 6.12334
H 8.55914 11.59326 5.37757
H 9.97054 5.80054 8.32974
H 11.62858 6.66933 5.83979
H 11.45942 4.96440 6.14129
H 12.28268 5.98252 7.39334
H 8.14842 6.66850 6.14369
H 8.29219 5.09949 7.00313
H 9.18888 5.39844 5.50738
H 7.66414 8.63350 8.90439
H 9.77020 10.16083 10.55304
H 7.96828 10.10378 10.80189
H 8.66490 10.92773 9.37285
H 9.98701 7.39463 10.41835
H 8.53869 6.64576 9.65452
H 8.27106 7.57486 11.18856
F 9.28929 13.90403 7.26656
C 10.60322 13.86252 7.01209
F 10.82806 15.10733 6.57423
F 10.93906 13.04544 5.99755
S 11.67107 13.45316 8.53603
O 11.14216 12.06994 8.94112
O 11.35877 14.41475 9.54127
N 13.07542 13.42694 7.85637
S 14.56279 13.40773 8.49002
O 14.58729 12.37139 9.50463
O 15.51379 13.35649 7.38514
C 14.75033 15.05592 9.31957
F 15.98567 15.18996 9.70119
F 14.32175 16.13175 8.57824
F 13.87354 15.02644 10.34618
*
```

Mulliken atomic charge list, values in e, 2 entries: atom 1 (Cu): -0.139, atom 2 (O): -0.706